The following is a DFT calculation (ωB97M-V/def2-TZVPD) of 9 unconnected molecules or ions with the total composition C88H192FN8 at a distorted geometry.

Summary:
**Charge**: +7
**LUMO**: -0.3391 hartree
**Gap between HOMO and LUMO**: 0.329 Ha
**HOMO energy**: -18.17 eV

Each atom is followed by the atoms it is bonded to, with distances in Å.
CARTESIAN COORDINATES (ANGSTROEM)
1 F 16.8446 15.3378 24.6021  no bonds
2 C 21.7154 28.1328 31.1641  C3 1.492, H14 1.093, H15 1.104, H16 1.090
3 C 21.4747 27.2536 29.9830  C2 1.492, C4 1.526, H17 1.122, H18 1.135
4 C 20.8189 27.6316 28.6578  C3 1.526, C5 1.496, H19 1.095, H20 1.121
5 C 20.7294 26.5037 27.6796  C4 1.496, N6 1.557, H21 1.113, H22 1.132
6 N 19.9237 26.8713 26.3991  C5 1.557, C7 1.551, C10 1.520, C11 1.529
7 C 18.4278 27.0836 26.7497  N6 1.551, C8 1.569, H23 1.103, H24 1.053
8 C 17.6963 25.8907 26.0394  C7 1.569, C9 1.534, H25 1.095, H26 1.082
9 C 18.5751 25.6416 24.8064  C8 1.534, C10 1.525, H27 1.129, H28 1.068
10 C 19.9730 25.7161 25.4119  N6 1.520, C9 1.525, H29 1.081, H30 1.091
11 C 20.5428 28.1653 25.8698  N6 1.529, C12 1.499, H31 1.101, H32 1.101
12 C 21.9991 28.3318 25.5582  C11 1.499, C13 1.589, H33 1.118, H34 1.122
13 C 22.3646 29.7131 24.8623  C12 1.589, H35 1.123, H36 1.118, H37 1.106
14 H 22.7698 27.9863 31.4105  C2 1.093
15 H 21.4790 27.6382 32.1223  C2 1.104
16 H 21.3082 29.1424 31.1026  C2 1.090
17 H 20.8210 26.6316 30.6505  C3 1.122
18 H 22.2477 26.4308 29.8643  C3 1.135
19 H 21.3414 28.5178 28.2838  C4 1.095
20 H 19.8406 28.1358 28.8731  C4 1.121
21 H 20.3044 25.5873 28.1476  C5 1.113
22 H 21.7172 26.1879 27.2271  C5 1.132
23 H 18.0842 28.0022 26.2450  C7 1.103
24 H 18.3660 27.1350 27.7994  C7 1.053
25 H 16.7241 26.3061 25.7525  C8 1.095
26 H 17.5664 24.9892 26.6233  C8 1.082
27 H 18.3529 26.2938 23.9123  C9 1.129
28 H 18.3811 24.6700 24.4066  C9 1.068
29 H 20.7424 25.7489 24.6538  C10 1.081
30 H 20.1299 24.7846 25.9570  C10 1.091
31 H 20.2560 28.9823 26.5497  C11 1.101
32 H 20.0113 28.2073 24.9069  C11 1.101
33 H 22.3402 27.5488 24.8365  C12 1.118
34 H 22.6580 28.2911 26.4653  C12 1.122
35 H 21.7730 29.7995 23.9120  C13 1.123
36 H 23.4577 29.8079 24.6453  C13 1.118
37 H 22.0728 30.6262 25.4146  C13 1.106
38 C 15.9983 16.9034 28.2388  C39 1.512, H50 1.136, H51 1.094, H52 1.073
39 C 15.1006 18.1006 28.0231  C38 1.512, C40 1.569, H53 1.093, H54 1.080
40 C 14.1175 17.9928 26.8044  C39 1.569, C41 1.549, H55 1.096, H56 1.096
41 C 14.9398 18.0108 25.4919  C40 1.549, N42 1.507, H57 1.067, H58 1.112
42 N 14.1972 17.8786 24.1877  C41 1.507, C43 1.524, C46 1.532, C47 1.528
43 C 15.2321 17.6265 23.0984  N42 1.524, C44 1.534, H59 1.094, H60 1.050
44 C 15.6646 19.0535 22.7370  C43 1.534, C45 1.574, H61 1.074, H62 1.104
45 C 14.7500 20.0699 23.5165  C44 1.574, C46 1.511, H63 1.075, H64 1.088
46 C 13.5523 19.2421 23.9216  N42 1.532, C45 1.511, H65 1.062, H66 1.081
47 C 13.1855 16.7334 24.1967  N42 1.528, C48 1.522, H67 1.077, H68 1.088
48 C 13.6506 15.3465 24.6163  C47 1.522, C49 1.533, H69 1.080, H70 1.065
49 C 12.5302 14.4167 24.1376  C48 1.533, H71 1.062, H72 1.076, H73 1.114
50 H 16.7205 16.7916 27.3685  C38 1.136
51 H 15.4354 15.9701 28.3279  C38 1.094
52 H 16.5987 16.9570 29.1270  C38 1.073
53 H 15.7469 18.9484 27.7812  C39 1.093
54 H 14.5475 18.4143 28.8965  C39 1.080
55 H 13.4324 18.8477 26.8056  C40 1.096
56 H 13.5071 17.0830 26.8348  C40 1.096
57 H 15.6450 17.2105 25.4922  C41 1.067
58 H 15.5332 18.9446 25.3849  C41 1.112
59 H 14.8671 16.9056 22.3608  C43 1.094
60 H 16.0004 17.1008 23.5846  C43 1.050
61 H 15.4601 19.2574 21.7021  C44 1.074
62 H 16.7278 19.2337 22.9731  C44 1.104
63 H 14.5007 20.9210 22.9087  C45 1.075
64 H 15.2708 20.5633 24.3351  C45 1.088
65 H 12.8474 19.0715 23.1458  C46 1.062
66 H 13.0823 19.7009 24.7805  C46 1.081
67 H 12.8195 16.7044 23.1837  C47 1.077
68 H 12.3687 17.0729 24.8299  C47 1.088
69 H 13.9421 15.2446 25.6512  C48 1.080
70 H 14.5916 15.0932 24.1864  C48 1.065
71 H 11.6174 14.8003 24.5222  C49 1.062
72 H 12.5670 13.4573 24.6222  C49 1.076
73 H 12.5581 14.2506 23.0363  C49 1.114
74 C 21.7764 14.0221 39.5920  C75 1.483, H86 1.058, H87 1.069, H88 1.104
75 C 20.8960 14.0898 38.4002  C74 1.483, C76 1.599, H89 1.106, H90 1.153
76 C 21.5301 13.3092 37.1570  C75 1.599, C77 1.567, H91 1.089, H92 1.094
77 C 22.7809 14.1428 36.7158  C76 1.567, N78 1.523, H93 1.083, H94 1.087
78 N 23.6235 13.5651 35.5867  C77 1.523, C79 1.484, C82 1.556, C83 1.486
79 C 24.1704 12.2341 35.9473  N78 1.484, C80 1.559, H95 1.099, H96 1.120
80 C 25.4893 12.0236 35.1427  C79 1.559, C81 1.555, H97 1.074, H98 1.093
81 C 25.8164 13.4374 34.5849  C80 1.555, C82 1.516, H99 1.119, H100 1.072
82 C 24.9227 14.3892 35.3559  N78 1.556, C81 1.516, H101 1.105, H102 1.062
83 C 22.9103 13.4105 34.2920  N78 1.486, C84 1.527, H103 1.092, H104 1.118
84 C 22.3263 14.6501 33.6185  C83 1.527, C85 1.520, H105 1.057, H106 1.096
85 C 21.7587 14.2114 32.2782  C84 1.520, H107 1.117, H108 1.076, H109 1.072
86 H 22.3135 14.9283 39.6935  C74 1.058
87 H 22.4830 13.2232 39.6644  C74 1.069
88 H 21.2020 13.8951 40.5266  C74 1.104
89 H 20.6177 15.1430 38.2122  C75 1.106
90 H 19.9396 13.4643 38.5522  C75 1.153
91 H 20.7349 13.3996 36.4186  C76 1.089
92 H 21.7874 12.2968 37.4830  C76 1.094
93 H 23.4739 14.1416 37.5486  C77 1.083
94 H 22.4436 15.1436 36.4596  C77 1.087
95 H 23.4334 11.4272 35.8298  C79 1.099
96 H 24.4625 12.2734 37.0274  C79 1.120
97 H 25.3902 11.3354 34.3246  C80 1.074
98 H 26.2281 11.7154 35.8874  C80 1.093
99 H 25.5575 13.5261 33.5003  C81 1.119
100 H 26.8754 13.5904 34.6489  C81 1.072
101 H 24.5864 15.2841 34.8021  C82 1.105
102 H 25.2924 14.6107 36.3266  C82 1.062
103 H 22.1011 12.6982 34.4692  C83 1.092
104 H 23.6918 12.9542 33.6351  C83 1.118
105 H 23.1864 15.2427 33.4551  C84 1.057
106 H 21.5090 15.0324 34.2413  C84 1.096
107 H 21.2550 15.1094 31.8457  C85 1.117
108 H 20.9873 13.4620 32.3240  C85 1.076
109 H 22.4782 13.9415 31.5301  C85 1.072
110 C 7.3409 15.2137 20.7082  C111 1.494, H122 1.076, H123 1.060, H124 1.102
111 C 8.0952 13.9539 20.4347  C110 1.494, C112 1.524, H125 1.083, H126 1.096
112 C 9.0163 14.0070 19.2212  C111 1.524, C113 1.523, H127 1.091, H128 1.120
113 C 9.5759 12.6027 19.0349  C112 1.523, N114 1.486, H129 1.105, H130 1.084
114 N 10.5898 12.3294 17.9833  C113 1.486, C115 1.539, C118 1.517, C119 1.484
115 C 11.0098 10.8492 18.0201  N114 1.539, C116 1.569, H131 1.067, H132 1.065
116 C 12.0386 10.8141 19.2042  C115 1.569, C117 1.572, H133 1.093, H134 1.042
117 C 12.6595 12.2585 19.2254  C116 1.572, C118 1.521, H135 1.101, H136 1.083
118 C 11.8760 13.0963 18.2273  N114 1.517, C117 1.521, H137 1.054, H138 1.097
119 C 10.0586 12.6924 16.6456  N114 1.484, C120 1.577, H139 1.063, H140 1.076
120 C 8.8623 11.7951 16.1444  C119 1.577, C121 1.527, H141 1.098, H142 1.104
121 C 8.4645 11.8381 14.6704  C120 1.527, H143 1.092, H144 1.071, H145 1.120
122 H 6.9688 15.3078 21.7138  C110 1.076
123 H 6.5640 15.5053 20.0492  C110 1.060
124 H 7.9820 16.1044 20.6126  C110 1.102
125 H 7.4417 13.0928 20.3695  C111 1.083
126 H 8.6967 13.8037 21.3387  C111 1.096
127 H 9.8339 14.6729 19.5011  C112 1.091
128 H 8.3824 14.3956 18.3843  C112 1.120
129 H 8.8447 11.8162 18.7748  C113 1.105
130 H 10.0469 12.2533 19.9462  C113 1.084
131 H 11.4879 10.7885 17.0683  C115 1.067
132 H 10.1512 10.2206 18.0507  C115 1.065
133 H 12.6963 9.9558 19.0459  C116 1.093
134 H 11.4936 10.6818 20.0821  C116 1.042
135 H 13.7300 12.0651 19.0534  C117 1.101
136 H 12.6252 12.6773 20.2236  C117 1.083
137 H 12.4761 13.1740 17.3647  C118 1.054
138 H 11.6158 14.0895 18.6132  C118 1.097
139 H 10.9034 12.6344 16.0030  C119 1.063
140 H 9.6915 13.6972 16.7608  C119 1.076
141 H 7.9651 12.0165 16.7376  C120 1.098
142 H 9.0582 10.7424 16.4134  C120 1.104
143 H 7.9493 10.8880 14.5178  C121 1.092
144 H 9.3345 11.8695 14.0466  C121 1.071
145 H 7.8951 12.7681 14.4136  C121 1.120
146 C 13.4948 14.2412 30.0473  C147 1.560, H158 1.126, H159 1.063, H160 1.118
147 C 14.1171 13.7949 31.4068  C146 1.560, C148 1.530, H161 1.087, H162 1.082
148 C 13.3861 14.2268 32.6795  C147 1.530, C149 1.534, H163 1.108, H164 1.065
149 C 11.9187 13.7781 32.6949  C148 1.534, N150 1.536, H165 1.114, H166 1.095
150 N 11.2254 14.1611 34.0108  C149 1.536, C151 1.553, C154 1.581, C155 1.503
151 C 11.8741 13.3829 35.1880  N150 1.553, C152 1.484, H167 1.093, H168 1.065
152 C 11.2081 12.0596 35.2777  C151 1.484, C153 1.553, H169 1.055, H170 1.102
153 C 9.7297 12.5214 35.1632  C152 1.553, C154 1.574, H171 1.140, H172 1.064
154 C 9.7535 13.5829 34.0017  N150 1.581, C153 1.574, H173 1.062, H174 1.101
155 C 11.2966 15.6289 34.3273  N150 1.503, C156 1.510, H175 1.077, H176 1.098
156 C 10.9261 16.4810 33.1364  C155 1.510, C157 1.584, H177 1.074, H178 1.108
157 C 11.2845 17.9862 33.4756  C156 1.584, H179 1.074, H180 1.074, H181 1.092
158 H 12.3709 14.3094 30.0374  C146 1.126
159 H 13.6608 13.7076 29.1426  C146 1.063
160 H 13.7830 15.3035 29.8534  C146 1.118
161 H 15.1448 14.1407 31.4745  C147 1.087
162 H 14.1808 12.7164 31.3538  C147 1.082
163 H 13.4567 15.3221 32.8293  C148 1.108
164 H 13.8740 13.8212 33.5350  C148 1.065
165 H 11.6295 12.7152 32.5302  C149 1.114
166 H 11.3112 14.2747 31.9306  C149 1.095
167 H 11.7669 13.9482 36.1177  C151 1.093
168 H 12.9155 13.5357 35.0269  C151 1.065
169 H 11.4833 11.5075 36.1338  C152 1.055
170 H 11.4168 11.3769 34.4386  C152 1.102
171 H 9.4543 13.0498 36.1356  C153 1.140
172 H 9.0650 11.7540 34.8456  C153 1.064
173 H 9.0478 14.3652 34.1351  C154 1.062
174 H 9.4862 13.1259 33.0359  C154 1.101
175 H 12.3140 15.8219 34.6230  C155 1.077
176 H 10.6405 15.8697 35.1748  C155 1.098
177 H 9.8921 16.3767 32.8634  C156 1.074
178 H 11.5637 16.0768 32.3252  C156 1.108
179 H 10.8409 18.2384 34.4210  C157 1.074
180 H 10.9139 18.6226 32.6938  C157 1.074
181 H 12.3630 17.9646 33.6475  C157 1.092
182 C 23.6236 17.1663 25.7632  C183 1.549, H194 1.103, H195 1.097, H196 1.119
183 C 24.5489 18.3617 26.1034  C182 1.549, C184 1.553, H197 1.104, H198 1.106
184 C 25.9953 18.0891 25.6091  C183 1.553, C185 1.506, H199 1.098, H200 1.129
185 C 26.8661 19.3168 25.6554  C184 1.506, N186 1.488, H201 1.098, H202 1.108
186 N 28.3093 19.1523 25.9800  C185 1.488, C187 1.481, C190 1.484, C191 1.478
187 C 28.4956 18.7839 27.4026  N186 1.481, C188 1.508, H203 1.077, H204 1.090
188 C 28.3480 20.1180 28.0895  C187 1.508, C189 1.542, H205 1.072, H206 1.109
189 C 28.8472 21.2120 27.1240  C188 1.542, C190 1.516, H207 1.074, H208 1.060
190 C 29.0905 20.4086 25.8618  N186 1.484, C189 1.516, H209 1.067, H210 1.103
191 C 28.8687 18.1067 25.0979  N186 1.478, C192 1.517, H211 1.109, H212 1.138
192 C 28.7516 18.4629 23.6283  C191 1.517, C193 1.553, H213 1.095, H214 1.098
193 C 29.4560 17.4173 22.7219  C192 1.553, H215 1.090, H216 1.103, H217 1.092
194 H 22.5905 17.3060 26.1243  C182 1.103
195 H 23.9183 16.2297 26.2514  C182 1.097
196 H 23.4261 17.0839 24.6647  C182 1.119
197 H 24.5681 18.4618 27.2022  C183 1.104
198 H 24.2726 19.2695 25.5350  C183 1.106
199 H 25.9731 17.5647 24.6449  C184 1.098
200 H 26.3302 17.2735 26.3141  C184 1.129
201 H 26.5317 20.0005 26.4469  C185 1.098
202 H 26.8863 19.7671 24.6430  C185 1.108
203 H 29.4925 18.4180 27.5838  C187 1.077
204 H 27.7499 18.0369 27.6759  C187 1.090
205 H 28.8776 20.1382 29.0214  C188 1.072
206 H 27.3009 20.3408 28.3788  C188 1.109
207 H 29.7191 21.7394 27.4643  C189 1.074
208 H 28.0751 21.9129 26.9344  C189 1.060
209 H 30.1082 20.1502 25.6696  C190 1.067
210 H 28.7714 20.9240 24.9398  C190 1.103
211 H 28.3456 17.1532 25.3131  C191 1.109
212 H 29.9560 17.9894 25.4143  C191 1.138
213 H 29.1334 19.4796 23.4918  C192 1.095
214 H 27.7014 18.4952 23.3087  C192 1.098
215 H 30.4209 17.0686 23.0911  C193 1.090
216 H 29.5113 17.8605 21.7133  C193 1.103
217 H 28.7607 16.5761 22.6830  C193 1.092
218 C 13.5750 9.4090 24.0458  C219 1.551, H230 1.084, H231 1.091, H232 1.079
219 C 14.4345 10.2139 25.0545  C218 1.551, C220 1.523, H233 1.070, H234 1.108
220 C 15.8684 10.3177 24.5530  C219 1.523, C221 1.531, H235 1.077, H236 1.083
221 C 16.5019 11.5575 25.1894  C220 1.531, N222 1.512, H237 1.066, H238 1.106
222 N 17.9473 11.8246 24.8365  C221 1.512, C223 1.439, C226 1.469, C227 1.535
223 C 18.8116 10.7573 25.2650  N222 1.439, C224 1.526, H239 1.073, H240 1.084
224 C 20.2106 11.3555 25.3792  C223 1.526, C225 1.522, H241 1.081, H242 1.085
225 C 19.9496 12.8260 25.6700  C224 1.522, C226 1.554, H243 1.070, H244 1.060
226 C 18.3999 12.9442 25.6734  N222 1.469, C225 1.554, H245 1.088, H246 1.076
227 C 18.0909 12.1293 23.3386  N222 1.535, C228 1.504, H247 1.095, H248 1.084
228 C 17.2624 13.2131 22.7051  C227 1.504, C229 1.534, H249 1.155, H250 1.099
229 C 17.7265 13.5623 21.2850  C228 1.534, H251 1.092, H252 1.101, H253 1.112
230 H 13.9558 8.4181 23.8267  C218 1.084
231 H 13.5727 9.8691 23.0571  C218 1.091
232 H 12.6350 9.2516 24.5511  C218 1.079
233 H 14.3345 9.7477 26.0126  C219 1.070
234 H 13.9567 11.2129 25.0098  C219 1.108
235 H 15.8512 10.3882 23.4783  C220 1.077
236 H 16.3998 9.4173 24.8335  C220 1.083
237 H 16.4835 11.4605 26.2511  C221 1.066
238 H 15.8382 12.3793 24.8629  C221 1.106
239 H 18.7459 9.9535 24.5567  C223 1.073
240 H 18.4928 10.3635 26.2235  C223 1.084
241 H 20.7756 11.1671 24.4771  C224 1.081
242 H 20.7733 10.8010 26.1230  C224 1.085
243 H 20.2773 13.5069 24.9127  C225 1.070
244 H 20.3313 13.1272 26.6118  C225 1.060
245 H 17.8241 13.8528 25.5131  C226 1.088
246 H 18.1578 12.7002 26.6928  C226 1.076
247 H 17.8642 11.1385 22.9299  C227 1.095
248 H 19.1390 12.3694 23.2028  C227 1.084
249 H 17.1762 14.1327 23.3987  C228 1.155
250 H 16.2025 12.9257 22.6714  C228 1.099
251 H 17.2601 12.9749 20.4910  C229 1.092
252 H 18.8131 13.4598 21.1388  C229 1.101
253 H 17.6070 14.6503 21.0863  C229 1.112
254 C 18.0808 15.2758 9.9950  C255 1.503, H266 1.118, H267 1.088, H268 1.079
255 C 18.3688 15.2729 11.4698  C254 1.503, C256 1.587, H269 1.100, H270 1.088
256 C 19.4632 16.2284 12.1094  C255 1.587, C257 1.523, H271 1.102, H272 1.095
257 C 19.4484 16.0120 13.6168  C256 1.523, N258 1.524, H273 1.077, H274 1.086
258 N 20.3786 16.8435 14.4923  C257 1.524, C259 1.503, C262 1.552, C263 1.494
259 C 20.2111 16.2779 15.8746  N258 1.503, C260 1.532, H275 1.086, H276 1.110
260 C 20.1341 17.4525 16.8558  C259 1.532, C261 1.512, H277 1.039, H278 1.105
261 C 20.3686 18.7140 16.0565  C260 1.512, C262 1.551, H279 1.097, H280 1.065
262 C 19.8732 18.3026 14.6451  N258 1.552, C261 1.551, H281 1.089, H282 1.071
263 C 21.7663 16.9217 13.9441  N258 1.494, C264 1.557, H283 1.103, H284 1.075
264 C 22.5761 15.6020 13.7761  C263 1.557, C265 1.555, H285 1.067, H286 1.087
265 C 23.9641 15.9253 13.1544  C264 1.555, H287 1.101, H288 1.087, H289 1.056
266 H 17.5514 16.1925 9.6341  C254 1.118
267 H 17.4161 14.4731 9.6840  C254 1.088
268 H 18.9824 15.2390 9.4036  C254 1.079
269 H 18.7003 14.2649 11.7610  C255 1.100
270 H 17.4204 15.2796 12.0025  C255 1.088
271 H 19.0700 17.2338 11.8890  C256 1.102
272 H 20.4245 16.1779 11.5868  C256 1.095
273 H 19.6612 14.9831 13.8537  C257 1.077
274 H 18.4429 16.2123 13.9741  C257 1.086
275 H 21.1253 15.7031 15.9928  C259 1.086
276 H 19.3599 15.5661 15.8400  C259 1.110
277 H 20.7920 17.2941 17.6447  C260 1.039
278 H 19.1508 17.5296 17.3544  C260 1.105
279 H 21.4177 19.0285 15.9874  C261 1.097
280 H 19.8639 19.5885 16.3950  C261 1.065
281 H 20.2684 18.9172 13.8373  C262 1.089
282 H 18.8031 18.2697 14.6366  C262 1.071
283 H 22.3060 17.6094 14.6163  C263 1.103
284 H 21.6423 17.4114 12.9951  C263 1.075
285 H 22.0595 14.8805 13.1834  C264 1.067
286 H 22.6958 15.1265 14.7461  C264 1.087
287 H 23.9436 16.4919 12.2112  C265 1.101
288 H 24.4527 14.9775 12.9420  C265 1.087
289 H 24.6167 16.3955 13.8393  C265 1.056